# 1
DFT (wB97M-V/def2-TZVPD) results for a structure of composition C48H47GeN5O2RhS4 at a distorted geometry.

Last column: Löwdin spin population.
Element x y z (Å)
Rh1 0.36 0.89 -0.10  0.16
C1 -0.63 3.33 2.38  0.00
C2 -1.29 2.15 3.03  0.01
C3 -2.43 2.30 3.81  0.00
C4 -2.99 1.22 4.45  0.01
C5 -2.44 -0.04 4.31  0.00
C6 -1.31 -0.24 3.53  0.01
C7 -0.73 -1.60 3.36  0.00
C8 -0.72 0.87 2.89  0.01
N1 0.41 0.74 2.09  0.17
C9 1.63 0.50 2.59  0.16
C10 1.90 0.49 4.07  0.02
C11 2.69 0.37 1.68  0.15
C12 4.11 0.24 2.13  0.02
N2 2.42 0.39 0.37  0.17
C13 3.35 0.47 -0.64  0.02
C14 3.73 -0.68 -1.37  0.01
C15 3.22 -2.03 -0.99  0.00
C16 4.60 -0.53 -2.43  0.00
C17 5.10 0.71 -2.79  0.00
C18 4.74 1.83 -2.07  0.00
C19 3.87 1.74 -0.99  0.01
C20 3.52 2.97 -0.21  0.00
H1 -1.20 4.24 2.55  0.00
H2 -0.54 3.18 1.30  0.00
H3 0.37 3.47 2.78  0.00
H4 -2.87 3.29 3.92  0.00
H5 -3.86 1.35 5.07  0.00
H6 -2.88 -0.89 4.81  0.00
H7 -1.21 -2.32 4.02  0.00
H8 0.34 -1.61 3.55  0.00
H9 -0.88 -1.94 2.33  0.00
H10 0.98 0.62 4.63  0.00
H11 2.58 1.30 4.33  0.01
H12 2.37 -0.45 4.37  0.01
H13 4.23 -0.57 2.84  0.01
H14 4.44 1.15 2.61  0.01
H15 4.75 0.05 1.27  0.00
H16 3.76 -2.42 -0.13  0.00
H17 3.34 -2.73 -1.82  0.00
H18 2.16 -1.98 -0.73  0.00
H19 4.89 -1.41 -2.99  0.00
H20 5.77 0.80 -3.63  0.00
H21 5.13 2.80 -2.33  0.00
H22 3.39 3.82 -0.88  0.00
H23 4.34 3.22 0.47  0.00
H24 2.62 2.84 0.38  0.00
S1 -3.00 -0.97 -6.41  0.00
C21 -1.68 -0.58 -5.51  0.00
S2 -1.75 -0.63 -3.75  0.00
C22 -0.02 -0.21 -3.72  -0.01
N3 0.46 -0.03 -4.90  0.00
N4 -0.42 -0.23 -5.90  0.00
C23 0.08 -0.11 -7.21  0.00
C24 1.46 -0.06 -7.38  0.00
C25 2.00 0.05 -8.65  0.00
C26 1.17 0.10 -9.76  0.00
C27 -0.20 0.08 -9.59  0.00
C28 -0.75 -0.02 -8.32  0.00
S3 0.93 -0.22 -2.33  -0.04
H25 2.11 -0.11 -6.52  0.00
H26 3.07 0.10 -8.77  0.00
H27 1.59 0.17 -10.75  0.00
H28 -0.86 0.14 -10.44  0.00
H29 -1.82 -0.02 -8.21  0.00
C29 -2.61 1.19 -0.72  0.00
C30 -1.53 0.32 -0.16  0.02
O1 -1.68 -0.79 0.27  0.03
H30 -3.47 0.57 -0.99  0.00
H31 -2.27 1.76 -1.59  0.00
H32 -2.90 1.91 0.05  0.00
O2 0.32 5.08 -0.65  -0.01
S4 0.72 3.94 -1.48  0.01
N5 0.17 2.62 -0.96  0.02
C31 -4.34 -4.68 2.26  0.00
C32 -3.07 -4.99 2.71  0.00
C33 -1.96 -4.60 1.97  0.00
C34 -2.11 -3.93 0.77  0.00
C35 -3.40 -3.64 0.32  0.00
C36 -4.50 -4.01 1.06  0.00
Ge1 -0.51 -3.25 -0.25  0.01
C37 -0.69 -4.04 -2.11  0.00
C38 0.06 -3.54 -3.16  0.00
C39 -0.17 -3.93 -4.46  0.00
C40 -1.16 -4.86 -4.73  0.00
C41 -1.92 -5.37 -3.69  0.00
C42 -1.69 -4.96 -2.39  0.00
C43 1.07 -4.12 0.71  0.00
C44 1.40 -5.45 0.52  0.00
C45 2.46 -6.02 1.20  0.00
C46 3.21 -5.26 2.08  0.00
C47 2.89 -3.93 2.29  0.00
C48 1.83 -3.37 1.60  0.00
H33 -5.21 -4.96 2.84  0.00
H34 -2.94 -5.53 3.63  0.00
H35 -0.97 -4.81 2.34  0.00
H36 -3.52 -3.10 -0.61  0.00
H37 -5.50 -3.77 0.71  0.00
H38 0.84 -2.81 -2.95  0.00
H39 0.41 -3.51 -5.27  0.00
H40 -1.35 -5.16 -5.75  0.00
H41 -2.70 -6.09 -3.89  0.00
H42 -2.30 -5.36 -1.59  0.00
H43 0.83 -6.05 -0.18  0.00
H44 2.71 -7.06 1.04  0.00
H45 4.06 -5.69 2.60  0.00
H46 3.47 -3.32 2.97  0.00
H47 1.60 -2.32 1.73  0.00

## Properties
Orbital gap (alpha / beta) in eV: 3.700 / 4.275
Multiplicity: 2
Molecular weight in u: 1029.721

=====

# 2
DFT (wB97M-V/def2-TZVPD) results for a cluster of 11 separate species, C48H48BF4O28 in total at a distorted geometry.

Last column: Löwdin charge in e.
Element x y z (Å)
B1 -0.25 0.25 0.78  -1.40
F1 -0.40 -0.05 2.09  0.17
F2 -1.33 -0.22 0.02  0.14
F3 -0.14 1.58 0.69  0.18
F4 0.94 -0.36 0.43  0.15
C1 2.53 0.84 -4.45  0.11
C2 3.64 1.76 -5.02  -0.10
C3 4.67 2.30 -4.08  -0.39
O1 5.57 3.03 -4.47  0.09
C4 4.59 1.94 -2.67  0.10
C5 3.44 1.11 -2.19  -0.11
C6 2.49 0.55 -3.10  -0.38
O2 1.60 -0.25 -2.65  0.04
O3 3.15 0.94 -0.80  0.04
O4 3.95 1.94 -6.30  0.14
H1 1.75 0.52 -5.10  0.10
H2 5.26 2.51 -1.84  0.17
H3 2.41 0.27 -0.71  0.08
H4 4.67 2.54 -6.35  0.10
C7 -3.33 -2.72 -5.31  0.13
C8 -2.16 -1.97 -5.97  -0.13
C9 -1.09 -1.62 -5.21  -0.45
O5 -0.01 -1.23 -5.80  0.04
C10 -1.10 -1.82 -3.87  0.09
C11 -2.28 -2.54 -3.13  -0.17
C12 -3.28 -3.11 -3.94  -0.42
O6 -4.10 -3.87 -3.44  0.14
O7 -2.53 -2.45 -1.86  0.11
O8 -2.27 -1.50 -7.27  0.10
H5 -4.27 -2.82 -5.72  0.09
H6 -0.34 -1.27 -3.10  0.15
H7 -1.59 -2.38 -1.48  0.13
H8 -1.57 -0.90 -7.42  0.07
C13 -0.04 3.30 -4.99  0.09
C14 -1.23 2.41 -5.13  -0.13
C15 -1.87 1.73 -3.93  -0.42
O9 -2.89 1.03 -4.03  0.05
C16 -1.22 1.73 -2.70  0.09
C17 -0.05 2.81 -2.47  -0.06
C18 0.53 3.53 -3.67  -0.39
O10 1.50 4.24 -3.52  0.11
O11 0.66 3.03 -1.36  0.15
O12 -1.91 2.20 -6.28  0.06
H9 0.46 3.67 -5.81  0.08
H10 -1.60 0.94 -1.82  0.17
H11 0.34 2.59 -0.64  0.02
H12 -2.71 1.59 -6.25  0.15
C19 0.75 -5.17 -0.96  0.13
C20 1.31 -3.69 -0.81  -0.03
C21 2.74 -3.43 -0.68  -0.43
O13 3.15 -2.30 -0.59  0.12
C22 3.56 -4.61 -0.72  0.11
C23 3.08 -6.12 -0.91  -0.12
C24 1.62 -6.33 -1.09  -0.41
O14 1.16 -7.43 -1.05  0.14
O15 3.90 -7.15 -1.02  0.12
O16 0.38 -2.60 -0.80  -0.04
H13 -0.23 -5.17 -0.98  0.04
H14 4.50 -4.40 -0.48  0.05
H15 4.78 -6.66 -1.03  0.16
H16 0.76 -1.59 -0.63  0.15
C25 -4.26 -4.24 3.67  0.11
C26 -3.59 -5.06 2.57  -0.09
C27 -2.43 -4.54 1.90  -0.46
O17 -1.90 -5.24 1.10  0.14
C28 -1.98 -3.24 2.16  0.11
C29 -2.61 -2.45 3.28  -0.06
C30 -3.66 -3.00 4.09  -0.35
O18 -4.24 -2.50 5.13  0.06
O19 -2.48 -1.02 3.56  0.02
O20 -4.13 -6.30 2.20  0.12
H17 -5.08 -4.52 4.27  0.10
H18 -1.44 -2.80 1.29  0.12
H19 -1.69 -0.51 3.16  0.11
H20 -3.48 -6.70 1.77  0.02
C31 0.75 5.30 4.11  0.09
C32 0.89 4.09 3.25  -0.10
C33 2.22 3.54 2.93  -0.45
O21 2.38 2.47 2.44  0.13
C34 3.35 4.36 3.25  0.12
C35 3.23 5.72 4.04  -0.03
C36 1.89 6.10 4.50  -0.44
O22 1.64 7.03 5.20  0.14
O23 4.36 6.57 4.32  0.05
O24 -0.16 3.26 2.70  -0.01
H21 -0.31 5.63 4.27  0.14
H22 4.31 4.15 3.11  0.05
H23 5.24 6.29 4.03  0.11
H24 0.16 2.32 2.33  0.13
C37 -5.34 -2.09 -0.03  -0.03
C38 -5.92 -1.13 -1.02  -0.50
O25 -7.09 -0.98 -1.35  0.04
C39 -4.91 -0.32 -1.86  -0.04
H25 -4.32 -1.96 0.47  0.09
H26 -4.96 -2.94 -0.67  0.09
H27 -6.04 -2.61 0.65  0.08
H28 -3.96 -0.26 -1.23  0.07
H29 -5.41 0.76 -1.93  0.13
H30 -4.60 -0.73 -2.88  0.08
C40 -4.21 2.13 2.62  0.05
C41 -4.50 2.66 1.16  -0.43
O26 -5.71 2.67 0.88  0.03
C42 -3.41 2.94 0.29  -0.02
H31 -3.57 1.41 2.57  0.01
H32 -5.07 1.96 3.07  0.04
H33 -3.71 2.74 3.19  0.03
H34 -3.24 2.87 -0.79  0.08
H35 -2.40 2.62 0.66  0.08
H36 -3.00 3.92 0.69  0.13
C43 2.71 1.73 5.81  -0.01
C44 1.39 1.12 6.34  -0.45
O27 1.36 0.58 7.47  0.02
C45 0.22 1.03 5.37  -0.01
H37 3.44 1.66 6.53  0.03
H38 2.65 2.81 5.47  0.08
H39 3.13 1.00 4.97  0.12
H40 0.68 0.85 4.44  0.04
H41 0.09 2.15 5.28  0.11
H42 -0.36 0.15 5.79  0.12
C46 5.41 1.13 2.12  -0.01
C47 5.44 -0.35 1.78  -0.40
O28 6.28 -0.95 1.18  0.08
C48 4.17 -1.15 2.30  0.03
H43 6.38 1.63 2.06  0.08
H44 4.99 1.48 2.95  0.00
H45 4.83 1.74 1.36  0.10
H46 3.25 -0.91 1.93  0.05
H47 4.17 -0.98 3.20  -0.02
H48 4.05 -2.13 2.04  0.05

## Properties
Orbital gap in eV: 6.036
Multiplicity: 1
Molecular weight in u: 1159.688
Net charge: -1

=====

# 3
DFT (wB97M-V/def2-TZVPD) results for a structure of composition C48H48BrCl2KN6O3S2.

Last column: Löwdin charge in e.
Element x y z (Å)
K1 -0.27 -0.09 -0.04  0.72
Br1 0.14 8.67 1.83  0.68
C1 0.78 7.40 3.09  -0.70
C2 -0.04 6.36 3.49  -0.12
C3 0.43 5.43 4.40  -0.02
C4 1.73 5.53 4.93  -0.32
C5 2.52 6.61 4.53  -0.05
C6 2.06 7.54 3.61  -0.14
N1 2.21 4.73 5.98  0.02
N2 1.97 3.49 6.09  0.03
C7 1.52 2.66 5.10  -0.29
C8 0.77 1.57 5.58  -0.06
C9 0.07 0.71 4.78  -0.04
C10 0.10 0.82 3.36  -0.40
O1 -0.56 0.10 2.59  -0.08
C11 1.04 1.85 2.82  -0.14
N3 1.22 1.83 1.49  0.10
C12 2.10 2.64 0.94  -0.13
C13 2.91 3.49 1.71  -0.04
C14 2.73 3.52 3.07  -0.03
C15 1.74 2.73 3.67  -0.12
H1 -1.04 6.26 3.09  0.10
H2 -0.20 4.60 4.70  0.12
H3 3.50 6.71 4.96  0.11
H4 2.69 8.36 3.29  0.09
H5 0.72 1.47 6.66  0.10
H6 -0.53 -0.09 5.21  0.10
H7 2.19 2.60 -0.14  0.11
H8 3.67 4.09 1.23  0.10
H9 3.37 4.14 3.68  0.10
C16 4.93 0.82 4.69  -0.04
C17 4.64 -0.49 3.95  -0.55
C18 5.70 -1.54 4.33  -0.06
C19 3.28 -1.01 4.40  -0.05
C20 4.69 -0.25 2.44  -0.16
C21 5.89 0.21 1.86  -0.05
C22 6.02 0.44 0.51  -0.09
C23 4.91 0.21 -0.30  -0.49
S1 4.73 0.39 -2.01  1.06
C24 3.02 -0.12 -1.87  -0.51
N4 2.67 -0.39 -0.66  0.10
C25 3.70 -0.23 0.24  -0.30
C26 3.60 -0.46 1.62  0.05
C27 2.17 -0.13 -3.08  -0.29
C28 2.77 0.21 -4.30  -0.11
C29 2.03 0.24 -5.47  -0.13
C30 0.66 -0.04 -5.39  -0.12
C31 0.09 -0.36 -4.16  -0.15
C32 0.80 -0.46 -2.95  -0.09
H10 4.85 0.66 5.77  0.09
H11 4.21 1.59 4.40  0.07
H12 5.94 1.19 4.48  0.07
H13 5.69 -1.71 5.41  0.08
H14 6.71 -1.21 4.05  0.07
H15 5.50 -2.49 3.82  0.09
H16 3.29 -1.17 5.48  0.09
H17 3.03 -1.96 3.92  0.09
H18 2.49 -0.30 4.18  0.06
H19 6.75 0.39 2.50  0.10
H20 6.95 0.79 0.09  0.10
H21 2.65 -0.80 2.00  0.12
H22 3.83 0.45 -4.36  0.06
H23 2.49 0.48 -6.41  0.08
H24 0.05 0.00 -6.28  0.08
H25 -0.98 -0.52 -4.16  0.07
Cl1 -6.75 4.00 0.27  0.58
C33 -5.53 2.79 -0.09  -0.69
C34 -5.91 1.45 -0.19  -0.16
C35 -4.97 0.51 -0.47  -0.57
Cl2 -5.46 -1.16 -0.59  0.65
C36 -3.56 0.79 -0.67  -0.42
O2 -2.74 -0.12 -0.91  -0.13
C37 -3.24 2.20 -0.57  -0.11
C38 -1.91 2.76 -0.81  -0.23
O3 -0.88 2.20 -1.12  -0.05
C39 -4.23 3.15 -0.28  -0.10
H26 -6.94 1.15 -0.04  0.09
H27 -1.90 3.87 -0.68  0.12
H28 -3.94 4.19 -0.22  0.10
C40 -3.27 -4.17 -5.14  -0.12
C41 -2.92 -3.16 -4.06  -0.26
C42 -2.15 -3.79 -2.90  -0.19
C43 -1.81 -2.75 -1.84  -0.20
N5 -1.02 -3.30 -0.74  0.00
C44 0.27 -3.69 -0.83  -0.89
S2 0.98 -4.60 0.40  0.53
N6 0.92 -3.30 -1.94  0.01
C45 2.33 -3.55 -2.18  -0.22
C46 2.54 -4.50 -3.34  -0.20
C47 2.03 -5.91 -3.07  -0.28
C48 2.22 -6.84 -4.26  -0.13
H29 -3.82 -3.70 -5.96  0.06
H30 -3.89 -4.97 -4.75  0.06
H31 -2.37 -4.62 -5.56  0.07
H32 -3.83 -2.69 -3.67  0.11
H33 -2.32 -2.35 -4.48  0.10
H34 -1.23 -4.25 -3.28  0.10
H35 -2.75 -4.59 -2.45  0.12
H36 -2.70 -2.31 -1.41  0.09
H37 -1.28 -1.90 -2.28  0.07
H38 -1.48 -3.55 0.12  0.11
H39 0.62 -2.37 -2.29  0.07
H40 2.77 -3.95 -1.26  0.06
H41 2.80 -2.59 -2.39  0.09
H42 3.61 -4.53 -3.59  0.11
H43 2.03 -4.10 -4.23  0.11
H44 0.97 -5.86 -2.80  0.10
H45 2.54 -6.31 -2.18  0.10
H46 1.69 -6.47 -5.13  0.07
H47 1.86 -7.85 -4.04  0.06
H48 3.28 -6.92 -4.53  0.06

## Properties
Orbital gap in eV: 6.139
Multiplicity: 1
Molecular weight in u: 1010.993
Net charge: -2

=====

# 4
DFT (wB97M-V/def2-TZVPD) results for a structure of composition C48H48InN6O2.

Last column: Löwdin charge in e.
Element x y z (Å)
In1 0.09 -0.51 -0.67  0.96
C1 0.37 -2.47 -4.39  -0.05
O1 -0.05 -2.47 -3.03  -0.13
C2 -0.68 -3.58 -2.55  -0.25
C3 -0.63 -4.83 -3.14  -0.03
C4 -1.26 -5.91 -2.53  -0.09
C5 -1.92 -5.75 -1.32  -0.09
C6 -2.01 -4.48 -0.75  -0.02
C7 -1.41 -3.39 -1.36  -0.21
N1 -1.60 -2.06 -0.93  -0.02
N2 -2.73 -1.92 -0.33  0.10
C8 -3.26 -0.76 -0.03  -0.15
C9 -2.77 0.51 -0.52  -0.32
O2 -1.80 0.61 -1.32  -0.06
C10 -3.47 1.69 -0.10  0.01
C11 -4.56 1.64 0.69  0.01
C12 -5.15 0.40 1.08  -0.17
C13 -6.37 0.36 1.78  -0.03
C14 -6.99 -0.84 2.05  -0.08
C15 -6.39 -2.03 1.64  -0.07
C16 -5.16 -2.02 1.01  -0.02
C17 -4.53 -0.80 0.69  -0.09
H1 -0.47 -2.71 -5.05  0.11
H2 1.18 -3.19 -4.55  0.09
H3 0.72 -1.47 -4.60  0.08
H4 -0.16 -4.98 -4.10  0.11
H5 -1.23 -6.88 -3.01  0.11
H6 -2.41 -6.59 -0.85  0.10
H7 -2.57 -4.32 0.16  0.10
H8 -3.06 2.64 -0.42  0.09
H9 -5.03 2.56 1.03  0.12
H10 -6.83 1.29 2.08  0.11
H11 -7.94 -0.86 2.56  0.10
H12 -6.89 -2.97 1.82  0.11
H13 -4.69 -2.94 0.71  0.10
C18 -0.97 4.67 1.56  -0.02
C19 0.44 5.18 1.70  -0.22
C20 0.76 6.09 2.70  -0.04
C21 2.05 6.59 2.84  -0.07
C22 3.04 6.19 1.96  -0.08
C23 2.75 5.27 0.97  -0.02
C24 1.46 4.75 0.84  -0.22
N3 1.20 3.81 -0.19  0.13
C25 0.87 2.48 0.01  -0.33
N4 0.96 2.07 1.30  0.17
C26 0.43 1.00 2.05  -0.20
C27 -0.14 -0.13 1.46  -0.15
C28 -0.66 -1.12 2.30  -0.14
C29 -0.62 -1.00 3.68  -0.09
C30 -0.02 0.11 4.24  -0.05
C31 0.51 1.12 3.45  -0.21
C32 1.18 2.31 4.11  -0.03
N5 0.64 1.69 -1.00  0.06
C33 0.67 2.11 -2.35  -0.23
C34 1.40 1.28 -3.22  -0.05
C35 1.61 1.62 -4.55  -0.08
C36 1.06 2.79 -5.05  -0.08
C37 0.26 3.56 -4.23  -0.04
C38 0.02 3.23 -2.89  -0.20
C39 -1.04 4.00 -2.14  -0.03
H14 -1.67 5.35 2.03  0.09
H15 -1.09 3.69 2.02  0.08
H16 -1.23 4.57 0.50  0.06
H17 -0.02 6.42 3.37  0.12
H18 2.27 7.30 3.62  0.11
H19 4.05 6.58 2.06  0.11
H20 3.52 4.94 0.29  0.12
H21 1.54 4.03 -1.12  0.15
H22 1.34 2.80 1.89  0.10
H23 -1.13 -2.00 1.85  0.08
H24 -1.03 -1.78 4.31  0.10
H25 0.04 0.21 5.32  0.11
H26 1.28 2.12 5.17  0.08
H27 0.60 3.22 3.98  0.08
H28 2.18 2.48 3.71  0.09
H29 1.79 0.35 -2.83  0.08
H30 2.19 0.97 -5.18  0.11
H31 1.23 3.08 -6.08  0.11
H32 -0.23 4.43 -4.64  0.12
H33 -1.71 4.48 -2.86  0.09
H34 -0.64 4.78 -1.49  0.07
H35 -1.62 3.31 -1.53  0.05
C40 3.21 -4.79 -1.02  0.03
N6 2.80 -4.63 0.39  -0.19
C41 2.17 -5.86 0.92  0.02
C42 1.94 -3.41 0.60  -0.08
C43 2.75 -2.18 0.32  -0.27
C44 4.01 -2.13 0.92  -0.06
C45 4.88 -1.08 0.69  -0.07
C46 4.46 -0.04 -0.12  -0.06
C47 3.18 -0.07 -0.66  -0.12
C48 2.29 -1.13 -0.49  -0.12
H36 3.98 -5.56 -1.09  0.11
H37 3.60 -3.84 -1.39  0.11
H38 2.35 -5.08 -1.60  0.11
H39 3.65 -4.45 0.92  0.14
H40 1.22 -6.02 0.41  0.11
H41 1.99 -5.75 1.99  0.11
H42 2.82 -6.72 0.75  0.11
H43 1.60 -3.43 1.64  0.14
H44 1.07 -3.46 -0.05  0.12
H45 4.33 -2.90 1.62  0.11
H46 5.85 -1.06 1.16  0.11
H47 5.11 0.80 -0.31  0.11
H48 2.87 0.79 -1.24  0.07

## Properties
Orbital gap in eV: 6.826
Multiplicity: 1
Molecular weight in u: 855.770
Net charge: +1